Density functional theory data (wB97M-V/def2-TZVPD) for a 2-piece molecular cluster, C4H4N4OS overall at a distorted geometry.

Its LUMO energy (spin up / spin down) is -0.072 / -0.057 Ha. As for the energy relative to the best compared isomer or geometry (same formula, charge and spin): 184.14 kJ/mol. The value obtained for the HOMO energy (spin up / spin down) is -8.98 / -9.12 eV.

Last column: Mulliken charge in e.
Element x y z (Å)
H: 1.334 0.487 -1.245  0.174
N: 1.053 0.434 -0.337  -0.531
C: -0.067 -0.206 -0.258  0.102
H: 2.149 2.061 1.095  0.220
C: 2.302 2.167 2.186  0.164
O: -0.626 -0.708 3.554  -0.474
N: -1.960 -1.394 -0.480  -0.691
H: -2.187 -1.758 1.582  0.527
N: 2.380 2.516 3.270  -0.379
C: -0.544 -0.486 1.079  0.417
S: 0.180 0.039 2.571  0.401
C: -1.748 -1.217 0.830  -0.470
N: -1.005 -0.676 -1.074  0.291
H: -0.848 -0.754 -2.062  0.248

Atomic forces in eV per Å
1.3 0.6 -3.4
-0.8 -0.5 1.5
1.5 1.6 3.5
0.2 -0.4 1.2
-0.2 0.7 -1.9
0.0 0.1 1.0
-0.4 0.1 2.0
-1.8 -1.1 1.3
0.2 -0.1 0.7
-0.6 0.3 -0.1
-1.4 -1.4 -1.8
1.9 0.3 -1.3
0.4 -0.2 -2.6
-0.4 -0.1 -0.2